{"formula": "C33H87F6O17Y", "method": "wB97M-V/def2-TZVPD", "symbols": ["Y", "C", "O", "O", "C", "F", "F", "F", "C", "C", "H", "H", "H", "H", "H", "H", "C", "O", "O", "C", "F", "F", "F", "C", "C", "H", "H", "H", "H", "H", "H", "C", "O", "H", "H", "H", "C", "C", "O", "H", "H", "H", "H", "H", "H", "C", "C", "O", "H", "H", "H", "H", "H", "H", "C", "C", "O", "H", "H", "H", "H", "H", "H", "C", "C", "O", "H", "H", "H", "H", "H", "H", "C", "C", "O", "H", "H", "H", "H", "H", "H", "C", "C", "O", "H", "H", "H", "H", "H", "H", "C", "C", "O", "H", "H", "H", "H", "H", "H", "C", "C", "O", "H", "H", "H", "H", "H", "H", "C", "C", "O", "H", "H", "H", "H", "H", "H", "C", "C", "O", "H", "H", "H", "H", "H", "H", "C", "C", "O", "H", "H", "H", "H", "H", "H", "C", "C", "O", "H", "H", "H", "H", "H", "H"], "coordinates": [[-16.993, 2.650, 7.629], [-14.821, 2.609, 10.355], [-15.315, 3.931, 10.326], [-15.235, 2.065, 9.105], [-13.264, 2.576, 10.702], [-12.532, 3.242, 9.837], [-13.075, 3.138, 11.885], [-12.699, 1.354, 10.836], [-15.579, 4.630, 11.564], [-16.295, 5.950, 11.186], [-17.262, 5.721, 10.738], [-16.565, 6.561, 12.047], [-15.706, 6.572, 10.512], [-14.624, 4.896, 12.017], [-16.175, 4.013, 12.237], [-15.364, 2.145, 11.178], [-19.520, 2.975, 10.327], [-19.366, 4.392, 10.301], [-18.520, 2.499, 9.430], [-19.570, 2.496, 11.888], [-20.649, 2.915, 12.572], [-19.639, 1.183, 12.025], [-18.505, 2.953, 12.609], [-20.478, 5.224, 10.414], [-19.980, 6.644, 10.545], [-19.313, 6.555, 11.403], [-19.414, 6.961, 9.669], [-20.757, 7.392, 10.701], [-21.141, 4.981, 11.245], [-21.082, 5.163, 9.509], [-20.494, 2.808, 9.869], [-18.693, 3.082, 4.370], [-18.328, 2.867, 5.700], [-19.234, 2.221, 3.979], [-19.371, 3.932, 4.296], [-17.820, 3.314, 3.759], [-15.540, 0.325, 3.949], [-15.079, 1.524, 4.816], [-15.557, 1.365, 6.151], [-15.224, -0.643, 4.339], [-15.254, 0.395, 2.899], [-16.629, 0.359, 3.962], [-15.369, 2.489, 4.400], [-13.990, 1.511, 4.871], [-15.016, 0.647, 6.488], [-21.273, -0.353, 3.852], [-20.161, -1.362, 3.919], [-20.563, -2.407, 4.812], [-22.264, -0.704, 3.565], [-21.018, 0.451, 3.161], [-21.446, 0.044, 4.852], [-19.199, -0.907, 4.157], [-20.075, -1.749, 2.903], [-19.795, -2.961, 4.967], [-19.716, -0.103, 7.498], [-18.296, -0.427, 7.013], [-17.415, 0.287, 7.874], [-20.449, -0.676, 6.930], [-19.961, 0.955, 7.404], [-19.897, -0.388, 8.534], [-18.175, -0.148, 5.966], [-18.061, -1.489, 7.091], [-17.374, -0.170, 8.717], [-17.989, 1.179, 0.630], [-19.399, 0.779, 0.273], [-19.433, -0.460, -0.459], [-17.370, 1.281, -0.262], [-17.497, 0.387, 1.194], [-17.949, 2.076, 1.248], [-19.929, 1.589, -0.229], [-19.850, 0.586, 1.246], [-20.343, -0.633, -0.712], [-24.382, 5.614, 2.264], [-23.937, 5.850, 0.799], [-24.826, 5.204, 0.017], [-23.585, 6.015, 2.891], [-24.545, 4.561, 2.492], [-25.392, 5.972, 2.466], [-22.948, 5.430, 0.619], [-23.915, 6.908, 0.540], [-24.325, 4.957, -0.763], [-16.883, 7.181, 7.891], [-17.792, 6.140, 7.240], [-17.876, 4.921, 7.966], [-17.350, 7.643, 8.761], [-16.527, 7.992, 7.255], [-15.955, 6.817, 8.332], [-17.490, 5.929, 6.214], [-18.807, 6.537, 7.234], [-18.268, 5.064, 8.831], [-21.632, 5.961, 5.881], [-22.625, 5.004, 6.509], [-23.460, 5.700, 7.422], [-22.150, 6.780, 5.384], [-20.954, 5.418, 5.222], [-21.077, 6.370, 6.726], [-22.119, 4.206, 7.052], [-23.212, 4.414, 5.805], [-24.065, 5.035, 7.758], [-22.953, 2.274, 1.559], [-23.604, 2.000, 0.248], [-23.761, 0.620, 0.044], [-22.797, 3.334, 1.760], [-21.917, 1.939, 1.600], [-23.522, 1.853, 2.388], [-22.992, 2.412, -0.554], [-24.565, 2.483, 0.075], [-24.523, 0.319, 0.543], [-19.196, 7.865, 2.701], [-20.534, 8.086, 3.346], [-21.124, 9.204, 2.853], [-18.571, 8.753, 2.795], [-19.236, 7.654, 1.633], [-18.671, 7.006, 3.121], [-20.433, 8.031, 4.430], [-21.220, 7.268, 3.128], [-21.936, 9.373, 3.337], [-13.192, 3.777, 6.813], [-14.237, 4.784, 7.197], [-15.461, 4.335, 6.694], [-13.297, 2.837, 7.354], [-12.183, 4.074, 7.098], [-13.320, 3.530, 5.759], [-14.039, 5.769, 6.774], [-14.329, 4.836, 8.282], [-15.473, 4.596, 5.770], [-19.910, 4.629, 0.682], [-18.548, 4.937, 0.139], [-18.682, 5.601, -1.095], [-19.851, 4.022, 1.586], [-20.424, 4.121, -0.133], [-20.378, 5.597, 0.860], [-17.994, 4.005, 0.025], [-18.011, 5.578, 0.838], [-17.776, 5.743, -1.381], [-14.909, 5.375, 1.697], [-14.269, 4.865, 2.961], [-15.056, 5.131, 4.039], [-14.399, 5.143, 0.762], [-14.994, 6.460, 1.758], [-15.927, 5.005, 1.572], [-13.330, 5.368, 3.193], [-14.071, 3.808, 2.784], [-14.890, 6.064, 4.194]], "mulliken_charge": [0.38, -0.20, -0.11, -0.77, 0.57, -0.24, -0.28, -0.31, -0.62, -0.98, 0.00, 0.58, 0.25, 0.36, 0.35, 0.41, -0.36, -0.28, -0.74, 0.66, -0.29, -0.27, -0.23, -0.24, -1.02, 0.29, -0.04, 0.46, 0.47, 0.15, 0.32, 0.06, -0.58, 0.33, -0.45, 0.05, -1.25, 0.13, 0.19, 0.43, 0.46, 0.06, -0.39, 0.41, 0.07, -0.58, 0.11, -0.59, 0.39, -0.24, 0.26, -0.13, 0.52, 0.33, -0.97, 0.61, -0.20, 0.42, 0.06, 0.34, -0.65, 0.42, 0.21, -1.01, 0.75, -0.62, 0.43, 0.36, -0.07, 0.22, -0.45, 0.33, -0.80, 0.29, -0.56, 0.00, 0.24, 0.44, -0.29, 0.43, 0.35, -1.34, 0.49, 2.20, 0.38, 0.41, -0.03, 0.08, -0.17, -0.82, -0.53, -0.54, -0.59, 0.33, 0.05, 0.22, 0.18, 0.49, 0.32, 0.46, -0.40, -0.56, -0.24, -0.58, 0.44, 0.20, 0.35, 0.32, -1.13, 0.64, -0.60, 0.46, 0.30, 0.12, 0.14, -0.24, 0.33, -1.43, -0.05, 1.91, 0.08, 0.57, 0.03, 0.38, -0.01, -0.56, -0.39, -0.01, -0.61, -0.04, 0.16, 0.26, 0.36, -0.12, 0.33, -1.15, -0.37, -0.32, 0.45, 0.34, 0.06, 0.43, 0.29, 0.14], "orbital_gap_ev": 8.46, "charge": 0, "energy_ev": -87787.498, "multiplicity": 1, "homo_energy_ev": -8.5}